The following is a DFT calculation (wB97M-V/def2-TZVPD) of 12 unconnected molecules or ions with the total composition C47H95NO27S7.

## Properties
SMILES: O=S1(=O)CCCC1.O=S1(=O)CCCC1.O=S1(=O)CCCC1.O=S1(=O)CCCC1.O=S1(=O)CCCC1.O=S1(=O)CCCC1.O=S1(=O)CCCC1.CCOC(=O)OC.CCOC(=O)OC.CCOC(=O)OC.CCOC(=O)OC.CNC(C)=O
E_LUMO: 0.14 eV
HOMO level: -0.36053 Eh
HOMO-LUMO gap: 9.95 eV

```
177
C47H95NO27S7 wB97M-V/def2-TZVPD
O 3.17682 -16.54657 -3.70617
S 2.46943 -15.47899 -3.05132
O 1.03054 -15.39677 -3.09411
C 2.95123 -15.30113 -1.31992
C 3.52615 -13.88478 -1.21253
C 4.13057 -13.51189 -2.57522
C 3.13795 -13.89096 -3.61867
H 3.69325 -16.05147 -1.04279
H 2.06377 -15.42422 -0.70952
H 2.64831 -13.27122 -0.98801
H 4.28518 -13.72646 -0.44988
H 5.00088 -14.16690 -2.64437
H 4.39304 -12.46100 -2.65900
H 3.43109 -14.11016 -4.64992
H 2.31023 -13.20422 -3.80432
O 13.49689 -10.99338 -4.19368
S 12.43256 -11.94240 -4.00507
O 12.66039 -13.34564 -3.79821
C 11.19829 -11.34280 -2.81346
C 10.14593 -10.63848 -3.66743
C 9.95589 -11.45658 -4.96084
C 11.35096 -11.83958 -5.45429
H 11.68736 -10.76041 -2.04099
H 10.77758 -12.28492 -2.45099
H 9.22156 -10.56532 -3.09909
H 10.56543 -9.66659 -3.94382
H 9.39222 -10.83447 -5.64938
H 9.41290 -12.36835 -4.69655
H 11.70644 -11.09909 -6.17127
H 11.36004 -12.80926 -5.94570
O 13.92324 -17.77385 0.21050
S 12.55206 -17.37452 0.05352
O 11.49422 -18.22091 0.55192
C 12.34579 -15.69615 0.69876
C 11.68046 -14.90294 -0.43838
C 11.19733 -15.81435 -1.56498
C 12.15453 -16.97013 -1.66243
H 13.37634 -15.37036 0.80836
H 11.75421 -15.81416 1.60061
H 10.82945 -14.38487 0.02637
H 12.23154 -13.99402 -0.69144
H 10.95334 -15.27942 -2.48161
H 10.24401 -16.25828 -1.26116
H 13.20330 -16.72608 -1.90010
H 11.99665 -17.96456 -2.07963
O 15.10610 -17.67454 -7.17563
S 14.34845 -18.24434 -6.08409
O 12.93513 -18.52408 -6.17167
C 15.16822 -19.79909 -5.60447
C 16.02460 -19.37063 -4.41376
C 15.25772 -18.32493 -3.61679
C 14.70335 -17.28279 -4.56704
H 15.64355 -20.11610 -6.52314
H 14.36969 -20.40714 -5.18141
H 16.40152 -20.21648 -3.84758
H 16.89172 -18.86678 -4.87027
H 15.93740 -17.96624 -2.84420
H 14.41037 -18.82755 -3.12913
H 15.48047 -16.56118 -4.82020
H 13.79460 -16.75256 -4.30053
O 7.10685 -18.93698 -10.41879
S 7.59294 -17.89330 -11.28253
O 8.27761 -18.23700 -12.50585
C 6.30408 -16.70169 -11.70483
C 7.05538 -15.37702 -11.72520
C 8.07270 -15.36558 -10.58660
C 8.63439 -16.75948 -10.34845
H 5.60187 -16.67764 -10.86772
H 5.81024 -17.09967 -12.58415
H 7.50677 -15.23872 -12.71183
H 6.35110 -14.54499 -11.66017
H 7.68235 -14.88222 -9.68665
H 8.84456 -14.61982 -10.82187
H 8.43518 -17.03391 -9.31026
H 9.69133 -16.89635 -10.54280
O 9.72121 -9.63146 -7.79997
S 9.12531 -10.32180 -8.91794
O 7.99986 -9.72324 -9.58733
C 10.41038 -10.64743 -10.12040
C 11.15821 -11.84303 -9.62787
C 10.32660 -12.64744 -8.57094
C 8.96098 -12.02063 -8.44787
H 10.96695 -9.72385 -10.27545
H 9.91538 -10.81931 -11.07612
H 11.24033 -12.55225 -10.46150
H 12.19991 -11.73920 -9.33985
H 10.89914 -12.54921 -7.64566
H 10.26388 -13.71422 -8.75662
H 8.39940 -12.06982 -7.51114
H 8.29577 -12.57987 -9.11559
O 9.13100 -17.70032 -3.20758
S 8.96144 -19.13080 -3.30520
O 10.14878 -19.94191 -3.25711
C 7.75805 -19.72777 -2.08611
C 6.53948 -20.08073 -2.93443
C 7.08600 -20.64588 -4.24780
C 8.04212 -19.60694 -4.77631
H 7.62530 -19.07452 -1.23175
H 8.26582 -20.65867 -1.81430
H 5.77793 -20.68399 -2.44760
H 6.03904 -19.13127 -3.18621
H 6.32386 -21.10256 -4.87496
H 7.70439 -21.51151 -3.95683
H 7.57960 -18.72436 -5.22937
H 8.73375 -19.94804 -5.54654
C 3.66489 -17.23128 -6.77055
C 4.87202 -18.09918 -6.99043
O 4.54991 -19.37022 -7.52162
C 4.24697 -19.50462 -8.80779
O 4.10785 -18.63569 -9.61299
O 4.31084 -20.81394 -9.08282
C 3.42844 -21.32669 -10.04579
H 2.89098 -17.84091 -6.29673
H 3.24505 -16.86362 -7.70764
H 3.83214 -16.41044 -6.07845
H 5.35084 -18.29699 -6.02466
H 5.71076 -17.62004 -7.51177
H 3.93666 -21.91208 -10.80674
H 2.92021 -20.51899 -10.58990
H 2.61299 -21.89371 -9.59216
C 10.73054 -19.94733 -10.13377
C 11.68483 -19.64120 -9.02313
O 11.90079 -20.82438 -8.22497
C 13.02808 -21.52147 -8.30593
O 13.44215 -22.25004 -7.45759
O 13.53923 -21.41292 -9.55357
C 14.93342 -21.65984 -9.75158
H 11.18684 -20.40351 -11.01905
H 10.35988 -18.98912 -10.49988
H 9.94052 -20.65526 -9.89435
H 11.30755 -18.86392 -8.35201
H 12.62567 -19.16817 -9.31584
H 15.02159 -22.40993 -10.53084
H 15.41284 -22.07074 -8.85951
H 15.40181 -20.69971 -9.95764
C 7.19893 -15.41281 -1.31762
C 7.51600 -15.71564 0.11576
O 7.53467 -17.14799 0.20630
C 7.78880 -17.68139 1.39917
O 7.80944 -17.04269 2.41604
O 7.82611 -18.99734 1.26445
C 8.38581 -19.74779 2.35335
H 8.04093 -15.45716 -2.00133
H 6.76914 -14.42100 -1.51632
H 6.32254 -16.00971 -1.59117
H 6.70550 -15.38375 0.77132
H 8.43359 -15.25290 0.46933
H 7.69024 -20.54999 2.58230
H 8.65733 -19.11575 3.18975
H 9.29691 -20.21385 1.98064
C 4.72290 -11.06694 -8.24190
C 3.84008 -11.01257 -7.00331
O 4.51753 -11.55586 -5.84464
C 5.69955 -11.11954 -5.43909
O 6.45531 -11.78150 -4.78412
O 5.86731 -9.85472 -5.79745
C 7.14468 -9.17768 -5.62475
H 5.78699 -11.11783 -8.01796
H 4.56065 -10.28501 -8.97944
H 4.52433 -12.00711 -8.77067
H 3.00165 -11.69412 -7.08441
H 3.54374 -9.98835 -6.78399
H 7.48420 -9.41310 -4.61986
H 6.88640 -8.14790 -5.83055
H 7.78856 -9.57823 -6.40295
C 7.04822 -15.21253 -4.95566
N 8.41606 -15.64480 -5.11405
C 9.07749 -15.47192 -6.27654
C 10.54850 -15.84406 -6.37028
O 8.51348 -15.01345 -7.27207
H 6.45398 -15.24865 -5.86587
H 6.90831 -14.23517 -4.48947
H 6.52829 -15.91413 -4.28522
H 8.88222 -16.09203 -4.33034
H 10.99748 -15.86403 -5.37196
H 10.96659 -15.02260 -6.94002
H 10.60739 -16.88144 -6.69430
```

These are the Mulliken partial charges, in e, on atoms 1 to 99:
1 O -0.51
2 S 1.15
3 O -0.73
4 C -0.72
5 C -0.87
6 C 0.44
7 C -0.60
8 H 0.21
9 H 0.46
10 H 0.42
11 H 0.41
12 H -0.67
13 H 0.39
14 H 0.17
15 H 0.38
16 O -0.73
17 S 1.01
18 O -0.43
19 C -0.60
20 C -1.04
21 C 1.99
22 C -0.34
23 H 0.58
24 H 0.09
25 H 0.37
26 H 0.39
27 H -1.04
28 H -0.39
29 H 0.44
30 H -0.18
31 O -0.71
32 S 1.19
33 O -0.56
34 C -0.90
35 C -1.00
36 C 1.49
37 C -0.78
38 H 0.39
39 H 0.37
40 H 0.47
41 H 0.27
42 H -0.10
43 H -0.76
44 H 0.06
45 H 0.38
46 O -0.78
47 S 1.13
48 O -0.37
49 C -0.67
50 C -0.98
51 C -0.34
52 C -0.19
53 H 0.44
54 H 0.32
55 H 0.40
56 H 0.36
57 H 0.49
58 H 0.13
59 H 0.33
60 H -0.18
61 O -0.51
62 S 1.07
63 O -0.71
64 C -0.54
65 C -1.12
66 C 0.56
67 C -0.57
68 H 0.14
69 H 0.54
70 H 0.31
71 H 0.49
72 H -0.30
73 H -0.03
74 H 0.19
75 H 0.58
76 O -0.69
77 S 1.29
78 O -0.79
79 C -0.75
80 C -1.06
81 C 1.62
82 C 0.00
83 H 0.50
84 H 0.39
85 H 0.29
86 H 0.41
87 H -1.65
88 H 0.14
89 H -0.10
90 H 0.34
91 O -0.36
92 S 0.98
93 O -0.84
94 C -0.41
95 C -0.36
96 C -0.88
97 C -0.27
98 H -0.18
99 H 0.54